1.
Formula: C11H23N5O4
Source: the Open Molecules 2025 dataset
Level of theory: the ωB97M-V functional and the def2-TZVPD basis

```
43
Properties=species:S:1:pos:R:3:forces:R:3:nbo_charge:R:1
H -2.7740 2.1995 1.1735 0.35 -0.42 0.26 0.3369
N -2.4864 1.5427 1.9103 0.26 -0.46 -1.72 -0.7679
C -1.6295 0.6455 1.5368 0.48 0.71 1.14 0.5760
N -1.1243 -0.1450 2.5629 -3.15 1.12 0.22 -0.7987
N -0.9013 0.3428 0.3529 -5.17 2.18 -1.15 -0.6347
C -1.0911 1.3746 -0.6939 2.23 -0.52 -0.77 -0.2210
C -0.6954 0.7360 -2.0762 1.80 3.42 0.72 -0.4062
C -1.0434 1.6482 -3.2622 -1.11 0.29 0.25 -0.3980
C -0.4065 3.0192 -3.2363 0.58 0.84 -0.53 -0.1616
N -0.4877 3.7234 -4.5728 2.51 -1.71 2.80 -0.8481
C 1.0974 2.9138 -2.8658 1.02 -1.09 1.52 0.7653
O 1.6085 2.2227 -1.9874 -1.21 1.29 -1.11 -0.6007
O 1.8650 3.6859 -3.5982 1.44 -0.10 0.60 -0.6578
H -1.0566 -1.0693 2.2683 0.47 -1.66 -0.74 0.3552
H -1.8716 -0.1514 3.2511 0.37 0.23 0.51 0.3861
H 0.0112 0.3190 0.5823 3.90 -0.44 0.89 0.3754
H -2.1108 1.6628 -0.7343 -1.06 0.17 0.05 0.1863
H -0.4703 2.2954 -0.4406 -0.69 -1.06 -0.49 0.1960
H 0.3877 0.5234 -2.1153 -0.64 0.13 0.29 0.2416
H -1.1608 -0.1544 -2.1558 -1.92 -2.94 -0.32 0.2062
H -2.1597 1.7638 -3.3760 1.00 -0.10 0.12 0.2059
H -0.6627 1.2794 -4.1948 0.01 -1.02 -0.54 0.2033
H -0.8567 3.6734 -2.4936 -0.04 0.03 0.22 0.2181
H -0.8734 3.1841 -5.2616 -1.15 -1.76 -1.97 0.3687
H -0.9258 4.5652 -4.5396 -1.57 2.81 0.29 0.3704
H 1.3272 3.9755 -4.3219 -0.96 0.71 -1.31 0.5007
O 2.6517 -0.3744 1.6497 -0.32 0.26 0.75 -0.5991
C 1.7050 -0.7997 2.2824 0.84 0.80 -1.70 0.7882
O 1.0858 -0.1378 3.2749 3.42 2.61 0.55 -0.6634
C 1.0676 -2.0938 1.8402 -0.56 -0.04 0.78 -0.1676
C 0.4472 -2.7538 3.0664 0.31 -1.49 -1.26 -0.3955
C 0.5574 -4.2632 2.8228 0.74 0.25 0.00 -0.4058
C 1.1884 -4.3110 1.4327 0.55 -0.86 -0.31 -0.2237
N 2.0032 -3.0958 1.4119 -1.06 -0.91 2.29 -0.6089
H 1.5642 0.8172 3.3725 -1.40 -3.30 -0.43 0.5105
H 0.2741 -1.9091 1.0501 0.70 0.15 0.67 0.1921
H 0.9234 -2.4409 3.9378 0.92 0.40 1.44 0.2211
H -0.5322 -2.4575 3.1372 -2.40 0.43 0.53 0.1908
H -0.3763 -4.7907 2.8564 -0.56 -0.17 0.05 0.2085
H 1.2316 -4.7314 3.5593 -0.22 0.19 -0.34 0.2092
H 1.7769 -5.2493 1.3638 -0.11 0.70 -0.43 0.2069
H 0.4265 -4.2852 0.6173 0.20 -0.19 0.46 0.1598
H 2.4964 -2.9001 0.6127 1.17 0.52 -2.30 0.3794
```
Positions in Å, forces in eV/Å.

HOMO ... -8.94 eV
Multiplicity ... 1
F_max ... 5.72 eV Å⁻¹
SMILES ... [H]/N=C(/N)NCCC[C@H](N)C(=O)O.O=C(O)[C@@H]1CCCN1
Kohn-Sham gap ... 9.45 eV

---

2.
Formula: C3H6N2O2
Source: the Open Molecules 2025 dataset
Level of theory: the ωB97M-V functional and the def2-TZVPD basis

```
13
Properties=species:S:1:pos:R:3:forces:R:3:nbo_charge:R:1
C 1.5085 -0.1409 -2.7592 0.38 -0.86 -0.53 1.0405
C 0.5238 0.5031 0.2865 -2.22 1.89 2.54 -0.0135
C -0.0997 -1.1979 -0.7880 1.03 -1.08 -1.21 -0.3869
N 1.1097 -0.7513 0.0440 2.43 -1.08 -2.46 -0.6669
N -0.7716 0.1608 -0.4592 -1.45 -1.33 1.20 -0.5938
O 2.3148 -0.9499 -2.8574 1.09 -1.32 0.08 -0.5208
O 0.8344 0.7790 -2.7976 -1.72 2.24 0.11 -0.5599
H 0.2405 0.7600 1.4038 0.51 -0.86 -1.80 0.1691
H 0.9393 1.4609 -0.0586 0.17 -0.58 -0.45 0.1973
H -0.6650 -2.1421 -0.4351 0.62 2.03 0.24 0.1605
H 1.9675 -0.6801 -0.6727 -2.28 -0.13 2.56 0.3497
H -1.6212 -0.1541 0.0644 1.06 1.35 0.07 0.4188
H -1.0726 0.7868 -1.2050 0.38 -0.27 -0.35 0.4062
```
Positions in Å, forces in eV/Å.

HOMO ... -6.41 eV
Multiplicity ... 1
F_max ... 3.87 eV Å⁻¹
Kohn-Sham gap ... 6.92 eV

---

3.
Formula: C4H6O2
Source: the Open Molecules 2025 dataset
Level of theory: the ωB97M-V functional and the def2-TZVPD basis

```
12
Properties=species:S:1:pos:R:3:forces:R:3:nbo_charge:R:1
O -1.9267 -0.4051 0.3531 0.19 -0.01 -0.07 -0.6677
C -0.7641 -0.5210 -0.0167 0.04 -0.24 0.02 0.3853
C 0.1591 -1.5437 -0.0445 -0.13 0.00 -0.04 -0.4940
C 0.4936 0.7787 0.8699 0.24 0.14 0.39 0.1281
O 0.3313 1.8682 0.0702 0.00 -0.04 0.13 -0.4987
C -0.1524 0.8682 -0.8370 -0.10 0.00 -0.54 -0.1335
H 1.1341 -1.4152 -0.4970 -0.16 0.04 0.07 0.1946
H -0.1484 -2.5492 0.2293 0.03 0.13 -0.01 0.2165
H -0.1691 0.7135 1.7292 0.06 -0.02 -0.11 0.2267
H 1.5141 0.4160 0.9826 -0.16 0.02 -0.07 0.1982
H 0.6193 0.5945 -1.5577 -0.11 0.02 0.14 0.1975
H -1.0909 1.1952 -1.2815 0.11 -0.04 0.06 0.2471
```
Positions in Å, forces in eV/Å.

HOMO (spin up / spin down) ... -8.46 / -8.46 eV
Multiplicity ... 1
F_max ... 0.55 eV Å⁻¹
Kohn-Sham gap (spin up / spin down) ... 7.88 / 7.88 eV

---

4.
Formula: CH3O3S
Source: the Open Molecules 2025 dataset
Level of theory: the ωB97M-V functional and the def2-TZVPD basis

```
8
Properties=species:S:1:pos:R:3:forces:R:3:nbo_charge:R:1
C 2.0853 0.5642 -0.1348 0.08 -0.46 2.14 0.9741
O 2.5790 -0.4930 0.8211 0.35 -0.34 0.37 -0.7624
O 1.3556 0.0981 -0.9884 -0.17 0.02 -1.74 -0.7616
O 2.4327 1.6648 0.2528 0.23 0.15 -0.48 -0.7177
S 2.0523 -2.0771 0.5601 1.18 0.40 2.20 0.1668
H -0.3536 0.8498 -0.8271 -0.29 0.05 0.07 0.0772
H -1.0557 1.0085 -0.6064 -0.21 0.12 -0.02 -0.1043
H 1.6516 -1.7162 -0.5850 -1.16 0.05 -2.54 0.1278
```
Positions in Å, forces in eV/Å.

Charge ... -1
HOMO ... -4.17 eV
Multiplicity ... 1
F_max ... 2.79 eV Å⁻¹
Kohn-Sham gap ... 7.72 eV

---

5.
Formula: C11H18N2O2
Source: the Open Molecules 2025 dataset
Level of theory: the ωB97M-V functional and the def2-TZVPD basis

```
33
Properties=species:S:1:pos:R:3:forces:R:3:nbo_charge:R:1
C 1.4482 -3.3036 -0.5226 -0.17 0.54 3.11 -0.6432
C 2.0378 -1.8820 -0.2680 2.15 -0.61 -1.31 -0.0783
O 1.0594 -0.9339 0.0540 -0.74 0.21 0.61 -0.5172
C 1.4428 0.4103 0.1823 -0.12 -0.16 -0.63 0.0569
C 1.9838 0.9113 -1.0765 1.26 0.64 -2.17 0.2621
N 2.5504 1.2468 -2.0305 -0.93 -0.38 1.11 -0.2718
C 2.5734 0.6344 1.1467 -0.46 -0.29 1.15 0.2565
N 3.3083 0.7484 2.0283 -0.30 -0.04 -0.76 -0.2567
C 0.1709 1.2304 0.6394 1.64 1.11 -1.87 0.1269
O 0.5549 2.6304 0.5523 -0.55 -1.08 -0.36 -0.7053
C -1.1377 1.0092 -0.1131 0.65 -1.21 -0.63 -0.0684
C -2.0997 2.1104 0.4006 0.73 0.72 -0.39 -0.6282
C -1.0254 1.2221 -1.6314 4.60 0.08 -0.06 -0.6228
C -1.6756 -0.4803 0.0271 0.46 2.71 1.87 -0.3874
C -1.7767 -0.9348 1.4653 -0.57 0.90 1.03 -0.6255
H 1.5110 -3.7007 0.4983 -1.21 -0.64 -0.20 0.2133
H 0.4824 -3.3984 -1.0183 -0.25 0.66 0.54 0.2268
H 2.0306 -4.0072 -1.0520 1.49 -0.03 -0.92 0.2271
H 2.3967 -1.7194 -1.3079 0.69 1.10 0.82 0.1846
H 2.8856 -1.7884 0.5784 -1.62 -0.76 -2.16 0.1958
H 0.1475 0.8823 1.6204 -0.80 0.18 2.10 0.2016
H 0.0906 2.9302 -0.2651 0.87 -0.04 0.82 0.4772
H -2.2805 2.1111 1.4253 0.17 -0.66 2.29 0.2195
H -1.6040 3.1396 0.3443 -1.30 -1.30 -0.76 0.2268
H -3.1273 2.0173 0.0591 0.16 0.30 -1.00 0.2230
H -0.6422 0.3589 -2.2068 -0.20 -0.05 0.64 0.2229
H -1.9686 1.3951 -1.9594 -2.70 0.99 -1.38 0.2143
H -0.2439 2.0118 -1.9721 -1.72 -0.68 0.63 0.2109
H -1.1487 -1.2589 -0.4356 1.17 -0.34 -1.27 0.2224
H -2.5685 -0.3443 -0.4931 -2.16 -0.48 -0.45 0.1930
H -2.2664 -0.0597 2.1655 1.31 -2.65 -1.41 0.2070
H -0.7623 -1.3248 1.7695 -0.97 1.03 0.23 0.2177
H -2.3465 -1.8637 1.3955 -0.58 0.24 0.76 0.2183
```
Positions in Å, forces in eV/Å.

HOMO ... -10.84 eV
Multiplicity ... 1
F_max ... 4.60 eV Å⁻¹
SMILES ... CCOC(C#N)(C#N)[C@@H](O)C(C)(C)CC
Kohn-Sham gap ... 11.47 eV

---

6.
Formula: CH7NO
Source: the Open Molecules 2025 dataset
Level of theory: the ωB97M-V functional and the def2-TZVPD basis

```
10
Properties=species:S:1:pos:R:3:forces:R:3:nbo_charge:R:1
C 1.6244 -0.3065 0.0801 2.57 -5.13 -2.23 -0.4211
N 0.4979 0.4658 -0.1034 -2.15 5.76 2.63 -0.8533
H 1.8489 -0.9832 -0.9288 -0.75 1.74 1.84 0.1653
H 2.6515 0.1217 0.1859 -0.99 -0.06 0.94 0.1916
H 1.3064 -1.1945 0.7152 1.16 1.31 0.03 0.2062
H 0.0349 0.8348 0.9617 2.02 -1.27 -3.95 0.3739
H 0.7688 1.4199 -0.5695 -0.98 -2.35 0.96 0.3792
O -2.0599 -0.0414 0.0443 1.15 -5.45 -2.17 -0.9742
H -2.3092 -1.0019 -0.4012 -0.10 3.68 1.71 0.4473
H -1.0541 -0.2877 -0.0745 -1.93 1.76 0.24 0.4852
```
Positions in Å, forces in eV/Å.

HOMO ... -9.71 eV
Multiplicity ... 1
F_max ... 6.69 eV Å⁻¹
SMILES ... CN.O
Kohn-Sham gap ... 10.52 eV

---

Copy entry 6 word for word.
Formula: CH7NO
Source: the Open Molecules 2025 dataset
Level of theory: the ωB97M-V functional and the def2-TZVPD basis

```
10
Properties=species:S:1:pos:R:3:forces:R:3:nbo_charge:R:1
C 1.6244 -0.3065 0.0801 2.57 -5.13 -2.23 -0.4211
N 0.4979 0.4658 -0.1034 -2.15 5.76 2.63 -0.8533
H 1.8489 -0.9832 -0.9288 -0.75 1.74 1.84 0.1653
H 2.6515 0.1217 0.1859 -0.99 -0.06 0.94 0.1916
H 1.3064 -1.1945 0.7152 1.16 1.31 0.03 0.2062
H 0.0349 0.8348 0.9617 2.02 -1.27 -3.95 0.3739
H 0.7688 1.4199 -0.5695 -0.98 -2.35 0.96 0.3792
O -2.0599 -0.0414 0.0443 1.15 -5.45 -2.17 -0.9742
H -2.3092 -1.0019 -0.4012 -0.10 3.68 1.71 0.4473
H -1.0541 -0.2877 -0.0745 -1.93 1.76 0.24 0.4852
```
Positions in Å, forces in eV/Å.

HOMO ... -9.71 eV
Multiplicity ... 1
F_max ... 6.69 eV Å⁻¹
SMILES ... CN.O
Kohn-Sham gap ... 10.52 eV